Record 1
A 4-piece molecular cluster, C37H78BN7O11PS overall, computed with wB97M-V/def2-TZVPD.

Geometry (Å):
C 4.8877 -1.4770 4.5384
C 5.3857 -0.8593 3.2284
C 4.2230 -0.4669 2.2923
C 4.5043 0.7906 1.4784
C 3.2596 1.5185 0.9788
C 2.3585 2.0510 2.0859
C 1.1622 2.8525 1.5645
C 0.1191 1.8557 0.9906
C -0.9621 1.6783 2.0462
N -1.9494 0.6062 1.7284
C -1.8190 -0.1246 0.4886
C -0.7677 -1.2204 0.5649
C 0.0022 -1.4497 1.7012
C 0.9775 -2.4480 1.6840
C 1.1643 -3.2339 0.5476
C 0.3707 -3.0501 -0.5896
C 0.5186 -3.9114 -1.8027
C -0.5826 -2.0260 -0.5604
C -2.8755 0.4243 2.6507
N -2.9352 1.1967 3.7339
C -3.9786 0.8051 4.4529
B -4.4172 1.4893 5.8370
O -4.2631 2.8390 5.9655
O -4.8638 0.7017 6.8487
N -4.5736 -0.2088 3.8566
O -5.6746 -0.8172 4.3650
N -3.9016 -0.5428 2.6837
P -4.4158 -1.8650 1.7018
O -4.9681 -1.1002 0.4262
O -3.1442 -2.6364 1.1683
S -5.6972 -3.0455 2.4744
H 3.9478 -2.0014 4.3804
H 4.6958 -0.6914 5.2668
H 5.6145 -2.1608 4.9648
H 5.9903 0.0171 3.4438
H 6.0212 -1.5884 2.7315
H 4.0710 -1.3210 1.6349
H 3.3314 -0.3819 2.9128
H 5.0591 0.4779 0.5928
H 5.1761 1.4657 2.0047
H 2.7101 0.8128 0.3531
H 3.5597 2.3586 0.3533
H 2.9654 2.6792 2.7406
H 2.0025 1.2220 2.6991
H 1.4565 3.5736 0.8167
H 0.7206 3.3246 2.4414
H -0.3184 2.3255 0.1125
H 0.6539 0.9458 0.7592
H -1.4734 2.6272 2.1491
H -0.4754 1.4168 2.9810
H -2.7546 -0.5053 0.1038
H -1.4778 0.5565 -0.2854
H -0.1221 -0.8482 2.5887
H 1.5975 -2.6011 2.5526
H 1.9464 -3.9849 0.5792
H 1.4710 -4.4299 -1.8285
H -0.2485 -4.6857 -1.7776
H 0.3842 -3.3634 -2.7298
H -1.1877 -1.8822 -1.4477
H -4.9836 3.3574 5.5937
H -5.7299 0.9985 7.1493
H -6.4107 -0.6607 3.7509
H -4.9418 -1.6897 -0.3422
H -2.4853 -2.8037 1.8606
C 0.6460 1.5907 -6.0641
O 1.7241 2.4992 -5.9769
C 1.4026 3.8380 -6.3368
C 1.3946 4.7501 -5.1285
N 0.2673 4.4635 -4.2479
C 0.3433 5.1086 -2.9383
C 1.5141 4.7553 -2.0271
O 1.4795 3.4251 -1.5353
C 1.9937 2.4344 -2.4115
H 1.0571 0.5866 -5.9715
H -0.0846 1.7386 -5.2593
H 0.1354 1.6701 -7.0276
H 0.4511 3.8837 -6.8741
H 2.1866 4.1792 -7.0172
H 1.3261 5.7874 -5.4682
H 2.3592 4.6241 -4.6207
H 0.2051 3.4649 -4.1046
H -0.5725 4.8417 -2.4022
H 0.3202 6.1932 -3.0814
H 1.4316 5.3937 -1.1426
H 2.4885 4.9794 -2.4742
H 2.8159 2.8146 -3.0206
H 1.2119 2.0276 -3.0585
H 2.3670 1.6144 -1.7985
C -4.9454 7.4879 -4.4244
O -4.5060 6.1996 -4.8093
C -3.4262 5.6847 -4.0418
C -3.8758 4.5480 -3.1470
N -4.7166 5.0134 -2.0507
C -5.3901 3.9534 -1.3078
C -6.3650 3.0395 -2.0468
O -7.5530 3.6676 -2.4733
C -7.4679 4.3807 -3.6957
H -5.6159 7.8497 -5.2016
H -5.4965 7.4701 -3.4773
H -4.1062 8.1834 -4.3366
H -2.9291 6.4712 -3.4660
H -2.6989 5.2844 -4.7528
H -2.9889 4.0591 -2.7288
H -4.3955 3.8212 -3.7849
H -5.4163 5.6445 -2.4177
H -5.9466 4.4358 -0.5001
H -4.6225 3.3278 -0.8351
H -6.6827 2.2716 -1.3346
H -5.8900 2.5074 -2.8809
H -6.7695 3.9127 -4.3933
H -7.1837 5.4233 -3.5325
H -8.4603 4.3794 -4.1450
C 6.2456 -9.3284 0.7549
O 4.8705 -9.6007 0.9474
C 4.5116 -9.9277 2.2842
C 3.7082 -8.8177 2.9281
N 4.5303 -7.6414 3.1849
C 3.7868 -6.4433 3.5580
C 2.7730 -5.8754 2.5692
O 3.3397 -5.3200 1.3928
C 3.6600 -6.2526 0.3716
H 6.4256 -9.3009 -0.3183
H 6.5376 -8.3602 1.1771
H 6.8703 -10.1112 1.1927
H 5.3939 -10.1751 2.8808
H 3.8821 -10.8199 2.2333
H 3.2992 -9.1794 3.8760
H 2.8656 -8.5982 2.2585
H 5.0770 -7.4369 2.3594
H 4.5233 -5.6603 3.7561
H 3.2714 -6.6385 4.5038
H 2.2719 -5.0426 3.0716
H 1.9868 -6.5943 2.3100
H 2.9598 -7.0904 0.3494
H 4.6804 -6.6251 0.4759
H 3.6044 -5.7256 -0.5827

As for the total energy: -93380.2706 eV. As for the HOMO energy: -10.27 eV. The LUMO energy is -3.32 eV. The total charge is +1. The HOMO-LUMO gap comes out at 6.95 eV.

=====

Record 2
C37H80AlNO19P5 as an isolated structure, computed with wB97M-V/def2-TZVPD.

Geometry (Å):
C 7.2691 -3.7118 2.1397
C 5.9473 -3.7180 1.6604
Al 3.9875 -3.5497 0.9598
C 4.0144 -2.0451 -0.4342
C 4.1276 -2.5400 -1.9935
C 2.6348 -2.9638 -2.5621
C 1.3405 -1.9440 -2.4375
C -0.1702 -2.3367 -2.9548
C -0.3460 -3.8579 -3.6178
C 0.9702 -4.8682 -3.7742
C 2.4934 -4.4437 -3.2543
O 2.7973 -3.2895 2.3955
C 2.6264 -1.8683 2.7356
C 3.6615 -1.4783 3.9619
C 4.8663 -0.4923 3.4130
P 3.4422 -5.6621 0.0532
N 4.4200 -6.1094 -1.1565
O 3.5894 -6.8299 1.3831
O 1.7471 -5.6103 -0.3475
H 8.3782 -3.9060 2.5077
H 3.0988 -1.2909 -0.3656
H 4.9758 -1.3725 -0.2153
H 4.4440 -1.5770 -2.6243
H 4.9638 -3.3385 -2.2010
H 1.5183 -0.8771 -1.9583
H -1.1067 -1.6096 -2.8575
H -1.3899 -4.2402 -4.0010
H 0.8522 -5.9442 -4.2396
H 3.3621 -5.2183 -3.4083
H 1.5318 -1.7715 3.2023
H 2.6546 -1.1327 1.8258
H 4.0445 -2.4838 4.4394
H 3.0184 -0.8939 4.7805
H 4.8594 -0.4121 2.2223
H 5.8874 -0.9821 3.7171
H 4.7080 0.5617 3.8962
H 4.8734 -7.0038 -0.7991
H 2.9659 -6.4334 2.0887
H 1.2087 -5.8725 0.4600
O -4.4496 -3.6467 3.8341
P -3.2506 -2.9605 3.1349
O -4.1867 -2.1105 2.0610
C -4.8439 -0.9541 2.5402
C -3.8675 0.1847 2.7510
O -2.9770 -4.2774 2.1524
C -3.2800 -5.5997 2.5687
C -4.5900 -6.0421 1.9410
O -1.9109 -2.1938 2.3536
C -0.9989 -2.8517 1.4904
C -1.5037 -2.8400 0.0568
H -5.3863 -1.1817 3.4632
H -5.5848 -0.6657 1.7851
H -3.1695 -0.0484 3.5605
H -4.3956 1.1069 3.0087
H -3.2705 0.3571 1.8499
H -3.2976 -5.6879 3.6604
H -2.4746 -6.2475 2.2135
H -5.4122 -5.3687 2.2041
H -4.8535 -7.0553 2.2570
H -4.5122 -6.0239 0.8484
H -0.7578 -3.8582 1.8460
H -0.0624 -2.2851 1.5302
H -2.4686 -3.3437 -0.0441
H -0.7878 -3.3303 -0.6088
H -1.6549 -1.8109 -0.2856
O 1.5133 2.6961 -1.2022
P 1.3329 3.2997 -2.6167
O 2.9063 3.8084 -2.7499
C 3.8839 2.8344 -3.0573
C 3.7914 2.4018 -4.5061
O 0.7201 4.7243 -2.0092
C -0.0095 4.7690 -0.7930
C 0.8912 5.2715 0.3213
O 1.1313 3.9741 -4.1970
C 0.4139 5.1640 -4.4784
C 1.3153 6.3821 -4.3600
H 3.7880 1.9762 -2.3848
H 4.8643 3.2895 -2.8733
H 2.8541 1.8693 -4.6923
H 4.6204 1.7382 -4.7674
H 3.8073 3.2696 -5.1730
H -0.4578 3.7989 -0.5524
H -0.8351 5.4715 -0.9320
H 1.7785 4.6410 0.4395
H 0.3555 5.3029 1.2742
H 1.2553 6.2785 0.0898
H -0.4908 5.2461 -3.8683
H 0.0723 5.0882 -5.5163
H 1.7375 6.4859 -3.3571
H 0.7633 7.2957 -4.5978
H 2.1648 6.2956 -5.0456
O -2.6675 -9.9308 9.4419
P -2.8479 -9.3272 8.0274
O -1.2745 -8.8185 7.8942
C -0.2970 -9.7925 7.5868
C -0.3894 -10.2251 6.1380
O -3.4607 -7.9026 8.6349
C -4.1904 -7.8579 9.8511
C -3.2896 -7.3554 10.9655
O -3.0495 -8.6528 6.4471
C -3.7669 -7.4629 6.1657
C -2.8655 -6.2448 6.2841
H -0.3929 -10.6507 8.2593
H 0.6834 -9.3374 7.7708
H -1.3268 -10.7576 5.9518
H 0.4395 -10.8887 5.8767
H -0.3735 -9.3573 5.4712
H -4.6386 -8.8280 10.0917
H -5.0160 -7.1554 9.7121
H -2.4024 -7.9859 11.0836
H -3.8253 -7.3240 11.9183
H -2.9256 -6.3484 10.7339
H -4.6716 -7.3808 6.7758
H -4.1086 -7.5387 5.1278
H -2.4434 -6.1410 7.2871
H -3.4176 -5.3312 6.0463
H -2.0160 -6.3313 5.5985
O -0.9529 10.0051 -5.6923
P -1.1333 10.6087 -7.1068
O 0.4401 11.1174 -7.2400
C 1.4177 10.1434 -7.5474
C 1.3252 9.7108 -8.9962
O -1.7461 12.0333 -6.4994
C -2.4757 12.0780 -5.2831
C -1.5750 12.5805 -4.1688
O -1.3349 11.2831 -8.6871
C -2.0523 12.4730 -8.9685
C -1.1509 13.6911 -8.8501
H 1.3218 9.2852 -6.8749
H 2.3981 10.5985 -7.3634
H 0.3879 9.1783 -9.1824
H 2.1542 9.0472 -9.2575
H 1.3411 10.5786 -9.6631
H -2.9239 11.1079 -5.0425
H -3.3013 12.7805 -5.4221
H -0.6877 11.9500 -4.0506
H -2.1107 12.6119 -3.2159
H -1.2109 13.5875 -4.4003
H -2.9570 12.5551 -8.3584
H -2.3939 12.3972 -10.0064
H -0.7287 13.7949 -7.8472
H -1.7029 14.6047 -9.0879
H -0.3014 13.6046 -9.5357

As for the total energy: -133084.9721 eV. As for the HOMO energy: -5.22 eV. The LUMO energy is -1.18 eV. The total charge is -1. The HOMO-LUMO gap comes out at 4.04 eV.

=====

Record 3
A 11-piece molecular cluster, C37H80Cl2N11O12 overall, computed with wB97M-V/def2-TZVPD.

Geometry (Å):
C -4.0313 2.6305 3.9635
C -3.6479 2.1649 2.5627
Cl -4.7133 0.7744 2.1561
C -2.1487 1.9010 2.3841
Cl -1.3593 1.3340 3.9536
C -1.7339 0.9588 1.2925
C -2.3576 1.3248 -0.0626
C -2.7865 0.0603 -0.8151
O -2.4803 0.1737 -2.2405
N -0.2145 1.2701 1.1457
C 0.4869 0.2925 1.0648
O 1.2133 -0.6408 1.0643
H -3.8249 1.8786 4.7155
H -3.5470 3.5776 4.1808
H -5.1135 2.7786 3.9607
H -3.8747 3.0069 1.9126
H -1.6842 2.8831 2.2038
H -3.2501 1.9479 0.0417
H -1.6486 1.8402 -0.7179
H -2.2294 -0.7801 -0.4055
H -3.8524 -0.1200 -0.7157
H -2.2778 -0.7041 -2.5687
C 2.7504 -0.7455 3.6765
C 3.3936 -1.6460 4.7026
O 2.7580 -2.2265 5.5734
N 4.7424 -1.8152 4.5894
C 5.6116 -1.1859 3.6147
H 1.6800 -0.7068 3.8519
H 3.1506 0.2674 3.7403
H 2.9199 -1.1366 2.6765
H 5.1563 -2.4592 5.2479
H 6.0709 -1.9414 2.9754
H 6.4093 -0.6344 4.1131
H 5.0474 -0.4994 2.9945
C 6.7836 0.4673 -1.1251
C 6.6677 -0.4447 0.0729
O 7.4269 -0.3629 1.0294
N 5.6591 -1.3539 0.0692
C 4.6398 -1.5580 -0.9414
H 7.6232 1.1361 -0.9630
H 6.9572 -0.1039 -2.0377
H 5.8784 1.0615 -1.2502
H 5.6293 -1.9293 0.8955
H 3.6520 -1.3935 -0.5055
H 4.6880 -2.5815 -1.3195
H 4.7799 -0.8710 -1.7706
C 4.1896 -1.1236 -6.2780
C 4.0668 -0.3941 -4.9591
O 4.9231 0.3845 -4.5715
N 2.9631 -0.6429 -4.2092
C 1.8569 -1.5354 -4.4961
H 5.1193 -0.8193 -6.7484
H 4.2084 -2.2031 -6.1236
H 3.3600 -0.8714 -6.9393
H 2.9416 -0.1221 -3.3454
H 0.9211 -0.9756 -4.5251
H 1.7742 -2.2944 -3.7164
H 1.9999 -2.0288 -5.4515
C -8.1655 -1.1451 -0.9104
C -6.7872 -1.5481 -0.4492
O -5.8090 -0.8463 -0.6245
N -6.6704 -2.7372 0.2088
C -7.7137 -3.6884 0.5274
H -8.0912 -0.1779 -1.3987
H -8.5775 -1.8673 -1.6172
H -8.8355 -1.0509 -0.0559
H -5.7271 -2.9409 0.5015
H -7.7823 -3.8271 1.6086
H -7.4963 -4.6577 0.0721
H -8.6739 -3.3385 0.1629
C -9.3790 0.2868 3.0135
C -10.3748 0.4884 1.8963
O -10.6838 -0.4173 1.1355
N -10.9141 1.7265 1.7524
C -10.6577 2.9126 2.5461
H -9.0422 -0.7447 2.9892
H -8.5130 0.9379 2.8863
H -9.8382 0.4850 3.9828
H -11.5654 1.7953 0.9868
H -11.5828 3.2658 3.0059
H -10.2607 3.7093 1.9153
H -9.9382 2.7005 3.3289
C 0.0062 4.0459 -5.8214
C -0.4096 3.4801 -4.4760
O 0.0221 3.9503 -3.4348
N -1.2754 2.4407 -4.4908
C -1.8720 1.7867 -5.6429
H 0.6954 4.8663 -5.6451
H 0.5068 3.2873 -6.4245
H -0.8592 4.4218 -6.3688
H -1.5303 2.0882 -3.5741
H -2.9541 1.8564 -5.5860
H -1.6011 0.7303 -5.6445
H -1.5396 2.2361 -6.5715
C -5.9619 0.0778 -7.1410
C -4.8498 0.6211 -8.0078
O -3.7052 0.7122 -7.6012
N -5.1720 1.0137 -9.2720
C -6.4682 0.9815 -9.9183
H -5.5430 -0.1839 -6.1743
H -6.7410 0.8269 -6.9948
H -6.4021 -0.8142 -7.5885
H -4.3864 1.3666 -9.7948
H -6.4303 0.3553 -10.8118
H -6.7671 1.9878 -10.2177
H -7.2199 0.5821 -9.2463
C -2.2940 6.4629 1.9636
C -1.7409 6.0008 3.2924
O -2.4566 5.8290 4.2668
N -0.4087 5.7578 3.3619
C 0.5840 5.8769 2.3123
H -3.3654 6.6015 2.0723
H -1.8430 7.4095 1.6627
H -2.1111 5.7162 1.1896
H -0.1076 5.4356 4.2681
H 1.0537 4.9092 2.1307
H 1.3585 6.5894 2.6052
H 0.1278 6.2170 1.3892
C 10.4355 -1.0369 1.4621
C 11.8413 -1.3421 1.0089
O 12.6088 -0.4825 0.6072
N 12.2410 -2.6458 1.0611
C 11.4799 -3.7965 1.5040
H 10.2556 0.0277 1.3662
H 9.7042 -1.5621 0.8504
H 10.2982 -1.3210 2.5062
H 13.1867 -2.7899 0.7460
H 11.9784 -4.2792 2.3473
H 11.3907 -4.5257 0.6958
H 10.4846 -3.4986 1.8144
C 4.4803 -4.7069 7.0247
C 5.9252 -5.0190 6.7370
O 6.7063 -4.1642 6.3450
N 6.3472 -6.3007 6.9207
C 5.5735 -7.4391 7.3715
H 4.3018 -3.6558 6.8255
H 3.8226 -5.2877 6.3773
H 4.2317 -4.9114 8.0671
H 7.3220 -6.4389 6.7073
H 5.9995 -7.8466 8.2907
H 5.5791 -8.2248 6.6134
H 4.5465 -7.1488 7.5631

As for the total energy: -105676.1346 eV. As for the HOMO energy: -2.54 eV. The LUMO energy is 1.81 eV. The total charge is -1. The HOMO-LUMO gap comes out at 4.35 eV.